Entry i
This record from the OMol25 dataset describes an isolated ion of composition C4H12N2 and charge +1. The level of theory is the ωB97M-V functional and the def2-TZVPD basis.

The expectation value of S² is 0.7543.

Structure (ORCA input):
```
! RIJCOSX wB97M-V def2-TZVPD def2/J DEFGRID3
* xyz 1 2
C 1.06 0.32 1.40
C 0.82 0.25 -0.12
C 1.96 -0.50 -0.82
N -0.45 -0.35 -0.44
C -1.65 0.43 -0.36
N -2.84 -0.45 -0.22
H 2.07 0.67 1.56
H 0.92 -0.65 1.88
H 0.34 1.00 1.85
H 0.86 1.24 -0.56
H 2.04 -1.51 -0.41
H 2.90 -0.03 -0.54
H 1.87 -0.55 -1.90
H -0.48 -1.08 -1.15
H -1.76 0.94 -1.33
H -1.52 1.18 0.42
H -2.61 -1.09 0.53
H -3.52 0.18 0.21
*
```

Entry ii
This record from the OMol25 dataset describes C4H12N2 as an isolated structure. The level of theory is the ωB97M-V functional and the def2-TZVPD basis.

The expectation value of S² is 0.7541.

Structure (ORCA input):
```
! RIJCOSX wB97M-V def2-TZVPD def2/J DEFGRID3
* xyz 1 2
N -0.29 -2.44 -0.25
C 0.81 0.94 2.28
C 0.71 0.54 0.80
C -0.29 1.09 -0.09
C -0.23 0.78 -1.58
N -0.87 -0.42 -2.02
H -0.79 -3.31 -0.39
H 0.61 -2.63 -0.74
H -0.18 0.80 2.77
H 1.58 0.35 2.78
H 1.12 2.03 2.34
H -0.35 -0.05 0.53
H 1.60 0.12 0.36
H -1.08 1.81 0.27
H -0.64 1.66 -2.16
H 0.80 0.70 -1.89
H -1.89 -0.22 -2.16
H -0.63 -1.76 -0.87
*
```

Quick one: most stable of them? entry i

Entry i
This record from the OMol25 dataset describes the molecule C23H29N3O3. The level of theory is the ωB97M-V functional and the def2-TZVPD basis.

As for the SMILES: CCN(CCCNC(=O)C[C@H]1Oc2ccc(C)cc2NC1=O)Cc1ccccc1.

Structure (ORCA input):
```
! RIJCOSX wB97M-V def2-TZVPD def2/J DEFGRID3
* xyz 0 1
C 0.74 2.34 -4.68
H 1.22 1.59 -5.31
H -0.31 2.07 -4.57
H 0.79 3.30 -5.19
C 1.44 2.43 -3.32
N 1.41 1.24 -2.50
C 0.12 0.97 -1.88
H 0.05 -0.10 -1.69
C -0.02 1.73 -0.55
H -1.00 1.53 -0.13
H 0.07 2.80 -0.73
C 1.05 1.33 0.46
N 0.97 -0.07 0.82
C 0.56 -0.50 2.03
O 0.23 0.25 2.93
C 0.55 -2.02 2.16
H 1.34 -2.45 1.56
H 0.69 -2.28 3.21
C -0.81 -2.62 1.71
C -1.20 -2.01 0.37
O -0.71 -2.39 -0.68
N -2.08 -1.00 0.43
C -2.63 -0.52 1.63
C -3.34 0.66 1.69
C -3.89 1.10 2.88
C -3.72 0.31 4.02
C -3.01 -0.87 3.97
C -2.45 -1.30 2.78
O -1.79 -2.49 2.72
H -2.88 -1.48 4.85
H -4.15 0.64 4.95
C -4.63 2.40 2.95
H -5.06 2.65 1.98
H -3.95 3.20 3.24
H -5.43 2.35 3.69
H -3.46 1.25 0.78
H -2.32 -0.53 -0.43
H -0.68 -3.70 1.58
H 1.25 -0.74 0.12
H 0.93 1.90 1.38
H 2.04 1.52 0.03
H -0.71 1.24 -2.54
C 2.02 0.07 -3.12
C 2.58 -0.84 -2.06
C 2.09 -2.12 -1.87
C 2.61 -2.93 -0.87
C 3.63 -2.47 -0.06
C 4.13 -1.19 -0.25
C 3.61 -0.38 -1.24
H 4.01 0.61 -1.40
H 4.93 -0.83 0.38
H 4.04 -3.10 0.71
H 2.21 -3.93 -0.74
H 1.28 -2.49 -2.49
H 2.84 0.43 -3.75
H 1.32 -0.48 -3.76
H 2.49 2.70 -3.48
H 0.98 3.24 -2.74
*
```

Entry ii
This record from the OMol25 dataset describes the molecule C23H29N3O3. The level of theory is the ωB97M-V functional and the def2-TZVPD basis.

As for the SMILES: C[C@@H]1CCCN(C(=O)c2ccc(CNc3c(N4CCCCC4)c(=O)c3=O)cc2)C1.

Structure (ORCA input):
```
! RIJCOSX wB97M-V def2-TZVPD def2/J DEFGRID3
* xyz 0 1
C -6.32 -2.18 1.17
H -7.11 -2.17 1.93
C -6.07 -0.77 0.65
C -7.34 -0.17 0.03
C -7.04 1.22 -0.53
C -5.89 1.15 -1.53
N -4.72 0.55 -0.91
C -3.65 1.32 -0.63
O -3.59 2.50 -0.92
C -2.49 0.64 0.04
C -1.75 -0.33 -0.63
C -0.64 -0.89 -0.03
C -0.26 -0.50 1.25
C -0.99 0.47 1.91
C -2.10 1.04 1.31
H -2.67 1.80 1.82
H -0.70 0.79 2.90
C 0.99 -1.08 1.87
N 2.17 -0.35 1.44
C 2.85 -0.73 0.33
C 3.89 -0.21 -0.45
N 4.59 0.93 -0.50
C 4.62 1.88 0.59
H 3.64 1.94 1.06
C 5.71 1.48 1.60
C 6.82 0.71 0.88
C 7.02 1.27 -0.52
H 7.22 2.34 -0.46
C 5.76 1.01 -1.36
H 5.84 0.08 -1.91
H 5.60 1.82 -2.08
H 7.88 0.80 -1.00
H 6.56 -0.34 0.81
H 7.75 0.78 1.45
H 6.10 2.38 2.07
H 5.28 0.85 2.39
H 4.85 2.86 0.15
C 3.91 -1.42 -1.30
O 4.57 -1.77 -2.25
C 2.80 -1.98 -0.44
O 2.15 -3.00 -0.38
H 2.20 0.63 1.71
H 1.12 -2.12 1.56
H 0.94 -1.02 2.96
H -0.06 -1.64 -0.55
H -2.04 -0.63 -1.63
C -4.95 -0.78 -0.40
H -4.04 -1.17 0.03
H -5.25 -1.43 -1.24
H -5.60 2.15 -1.87
H -6.18 0.54 -2.39
H -7.92 1.63 -1.02
H -6.76 1.89 0.29
H -8.13 -0.11 0.78
H -7.68 -0.82 -0.78
H -5.75 -0.13 1.48
H -5.42 -2.59 1.62
H -6.63 -2.84 0.36
*
```

Quick one: most stable of them? entry i

Entry i
This record from the OMol25 dataset describes a 2-piece molecular cluster, C5H13BN2 overall. The level of theory is the ωB97M-V functional and the def2-TZVPD basis.

Structure (ORCA input):
```
! RIJCOSX wB97M-V def2-TZVPD def2/J DEFGRID3
* xyz 0 1
B -0.47 -1.42 0.39
C -2.81 0.22 -0.97
C -3.15 0.03 0.45
C 2.21 0.17 -1.20
C 1.99 0.85 1.22
C 1.32 0.20 0.01
N -1.83 0.52 0.09
N 0.86 -1.20 0.30
H -1.27 -2.34 0.43
H -2.78 -0.55 -1.60
H -3.11 1.22 -1.51
H -3.70 0.86 1.00
H -3.37 -1.01 1.01
H 1.77 -0.14 -2.14
H 2.51 1.08 -1.52
H 3.11 -0.58 -0.96
H 1.61 0.59 2.12
H 1.94 1.88 1.25
H 3.19 0.67 1.29
H 0.53 0.87 -0.31
H 1.46 -1.90 0.65
*
```

Entry ii
This record from the OMol25 dataset describes a 2-piece molecular cluster, C5H13BN2 overall. The level of theory is the ωB97M-V functional and the def2-TZVPD basis.

Structure (ORCA input):
```
! RIJCOSX wB97M-V def2-TZVPD def2/J DEFGRID3
* xyz 0 1
B -0.57 1.35 -0.05
C -2.02 -1.00 -0.08
C -2.92 0.23 -0.38
C 1.53 -0.67 -1.14
C 1.58 -0.67 1.36
C 1.75 0.23 0.13
N -1.57 0.38 -0.07
N 0.81 1.35 0.14
H -0.92 3.09 -0.54
H -2.43 -1.56 0.72
H -1.68 -1.67 -0.97
H -3.46 0.39 -1.35
H -3.58 0.51 0.51
H 0.68 -1.27 -0.97
H 1.40 0.06 -1.91
H 2.59 -1.15 -1.13
H 0.56 -0.95 1.37
H 1.79 0.03 2.29
H 2.34 -1.45 1.40
H 2.81 0.70 0.09
H 1.33 2.08 0.59
*
```

Quick one: most stable of them? entry ii